1.
The following is a quantum chemistry calculation of a structure of composition C42H70BaBrClN2O7P3Si, from OMol25.

Last column: Löwdin charge in e.
Atoms and positions in Å:
1 Ba -0.31 -0.07 0.09  1.701
2 C 0.34 -1.63 5.76  -0.112
3 C 0.00 -0.89 4.46  -0.537
4 C -0.78 0.40 4.75  -0.123
5 P 1.33 -0.51 3.18  1.057
6 C 2.51 0.74 3.94  -0.532
7 C 3.79 0.69 3.11  -0.124
8 C 2.82 0.82 5.43  -0.112
9 C 2.24 -2.12 3.18  -0.384
10 C 2.99 -2.52 4.29  -0.119
11 C 3.59 -3.76 4.35  -0.089
12 C 3.42 -4.64 3.29  -0.086
13 C 2.71 -4.24 2.18  -0.120
14 C 2.12 -2.97 2.07  -0.322
15 Si 1.37 -2.42 0.35  0.531
16 C 2.98 -2.45 -0.73  -0.300
17 C 4.23 -2.61 -0.14  -0.095
18 C 5.42 -2.53 -0.84  -0.091
19 C 5.39 -2.29 -2.21  -0.098
20 C 4.17 -2.08 -2.83  -0.112
21 C 2.96 -2.14 -2.12  -0.390
22 P 1.39 -1.55 -2.88  1.084
23 C 1.94 -0.84 -4.54  -0.529
24 C 2.29 -1.77 -5.70  -0.124
25 C 0.89 0.18 -5.00  -0.129
26 C 0.52 -3.16 -3.29  -0.519
27 C -0.77 -2.89 -4.08  -0.107
28 C 1.34 -4.27 -3.93  -0.108
29 C 0.55 -4.14 -0.02  -0.326
30 C 1.27 -5.14 -0.68  -0.138
31 C 0.75 -6.40 -0.93  -0.091
32 C -0.54 -6.70 -0.51  -0.089
33 C -1.29 -5.72 0.13  -0.114
34 C -0.76 -4.45 0.38  -0.390
35 P -1.79 -3.15 1.18  1.071
36 C -2.08 -3.87 2.91  -0.537
37 C -0.77 -4.45 3.44  -0.118
38 C -3.21 -4.88 3.10  -0.122
39 C -3.46 -3.47 0.38  -0.564
40 C -3.36 -3.46 -1.15  -0.108
41 C -4.40 -2.36 0.85  -0.123
42 H -0.59 -1.84 6.30  0.076
43 H 0.98 -1.03 6.41  0.060
44 H 0.83 -2.58 5.56  0.053
45 H -0.66 -1.54 3.87  0.065
46 H -0.23 1.05 5.44  0.068
47 H -1.75 0.16 5.20  0.078
48 H -0.96 0.96 3.83  0.023
49 H 1.99 1.67 3.68  0.085
50 H 3.55 0.68 2.04  0.062
51 H 4.43 1.55 3.32  0.076
52 H 4.36 -0.22 3.32  0.068
53 H 3.37 -0.05 5.80  0.056
54 H 1.91 0.93 6.03  0.051
55 H 3.44 1.70 5.61  0.076
56 H 3.11 -1.85 5.13  0.077
57 H 4.18 -4.04 5.22  0.096
58 H 3.87 -5.63 3.32  0.097
59 H 2.62 -4.93 1.35  0.089
60 H 4.28 -2.79 0.93  0.085
61 H 6.37 -2.65 -0.33  0.097
62 H 6.30 -2.23 -2.78  0.095
63 H 4.17 -1.85 -3.88  0.077
64 H 2.84 -0.26 -4.28  0.092
65 H 1.39 -2.22 -6.12  0.064
66 H 2.96 -2.58 -5.41  0.055
67 H 2.77 -1.20 -6.49  0.078
68 H -0.08 -0.30 -5.16  0.059
69 H 1.20 0.65 -5.94  0.077
70 H 0.74 0.96 -4.26  0.053
71 H 0.22 -3.50 -2.30  0.061
72 H -0.55 -2.58 -5.10  0.060
73 H -1.36 -2.11 -3.61  0.049
74 H -1.37 -3.80 -4.13  0.080
75 H 1.38 -4.17 -5.02  0.058
76 H 0.89 -5.24 -3.71  0.071
77 H 2.37 -4.29 -3.55  0.066
78 H 2.28 -4.92 -1.03  0.099
79 H 1.35 -7.15 -1.43  0.100
80 H -0.96 -7.68 -0.68  0.095
81 H -2.30 -5.96 0.43  0.090
82 H -2.33 -2.99 3.51  0.085
83 H -0.53 -5.38 2.94  0.080
84 H -0.84 -4.64 4.51  0.081
85 H 0.06 -3.76 3.27  0.044
86 H -3.05 -5.78 2.50  0.065
87 H -4.19 -4.47 2.85  0.060
88 H -3.24 -5.19 4.15  0.077
89 H -3.85 -4.43 0.70  0.080
90 H -2.97 -2.51 -1.49  0.043
91 H -4.35 -3.59 -1.59  0.082
92 H -2.71 -4.25 -1.52  0.062
93 H -4.02 -1.38 0.53  0.065
94 H -4.48 -2.34 1.94  0.065
95 H -5.40 -2.49 0.44  0.077
96 O -2.08 0.47 -3.55  -0.274
97 Cl -1.73 0.66 -2.18  0.566
98 O -2.52 1.70 -1.60  -0.308
99 O -1.96 -0.55 -1.45  -0.628
100 O -0.35 0.99 -2.06  -0.615
101 O 1.25 1.57 1.02  -0.428
102 H 0.85 2.36 1.44  -0.115
103 H 1.83 1.92 0.33  0.001
104 O 2.58 1.50 -1.58  -0.074
105 H 1.72 1.93 -1.70  -0.031
106 H 2.51 0.64 -2.00  -0.012
107 O -2.44 1.23 1.25  -0.257
108 H -2.03 2.00 1.70  -0.133
109 H -2.76 1.59 0.41  -0.007
110 Br -0.72 3.72 2.47  -0.030
111 N 0.51 3.45 -1.00  0.210
112 C -0.08 4.44 -1.14  -0.244
113 N -0.73 5.57 -1.34  -0.092
114 C -1.70 6.02 -0.34  -0.162
115 C -1.02 6.84 0.76  -0.214
116 C -0.22 7.99 0.14  -0.206
117 C 0.78 7.46 -0.88  -0.182
118 C 0.05 6.65 -1.95  -0.156
119 H -2.19 5.15 0.09  0.099
120 H -2.45 6.63 -0.86  0.122
121 H -0.36 6.18 1.33  0.027
122 H -1.78 7.22 1.44  0.113
123 H 0.30 8.55 0.92  0.105
124 H -0.91 8.69 -0.36  0.107
125 H 1.50 6.80 -0.38  0.119
126 H 1.34 8.27 -1.35  0.107
127 H 0.74 6.21 -2.67  0.123
128 H -0.65 7.30 -2.50  0.122

Values from the calculation:
Lowest unoccupied orbital energy   2.37 eV
2S+1   1
Orbital gap   6.33 eV
E_HOMO   -0.146 Ha
Charge   -1

---

2.
The following is a quantum chemistry calculation of a cluster of 4 separate species, C42H75ClFN5O9S2 in total, from OMol25.

Last column: Löwdin charge in e.
Atoms and positions in Å:
1 C 3.92 -0.92 1.06  -0.103
2 C 4.59 0.45 1.15  -0.251
3 C 3.73 1.53 1.85  -0.207
4 C 4.16 1.72 3.30  -0.210
5 C 3.23 2.55 4.21  -0.160
6 C 1.73 2.50 4.01  -0.205
7 C 1.00 1.30 4.09  -0.581
8 Cl 1.80 -0.16 4.53  0.757
9 C -0.40 1.26 3.95  -0.440
10 C -1.10 2.43 3.70  -0.196
11 C -0.41 3.63 3.59  -0.214
12 O -1.14 4.77 3.30  0.042
13 C 0.98 3.66 3.77  -0.129
14 S 1.89 5.18 3.71  0.668
15 O 2.62 5.34 4.93  -0.240
16 O 2.54 5.29 2.45  -0.234
17 F 0.80 6.28 3.75  -0.122
18 N -2.49 2.39 3.57  0.117
19 C -3.04 1.38 2.75  -0.183
20 C -4.01 1.68 1.79  -0.159
21 N -4.42 3.03 1.57  0.007
22 C -5.35 3.58 2.58  -0.210
23 C -6.78 3.76 2.06  -0.189
24 C -7.69 2.53 2.25  -0.266
25 C -8.98 2.86 2.98  -0.119
26 C -4.57 0.65 1.03  -0.116
27 C -5.53 0.94 -0.08  -0.013
28 C -4.15 -0.66 1.27  -0.206
29 O -4.66 -1.68 0.50  -0.073
30 C -6.04 -2.00 0.70  -0.232
31 C -6.19 -3.30 1.48  -0.064
32 C -3.13 -0.98 2.17  -0.157
33 C -2.64 -2.40 2.26  -0.134
34 C -1.75 -2.75 1.07  -0.161
35 C -0.56 -1.81 0.86  -0.157
36 C -0.80 -0.66 -0.09  -0.141
37 O -0.93 -1.21 -1.42  -0.029
38 C -0.98 -0.30 -2.41  -0.546
39 C -0.40 -0.83 -3.68  0.024
40 O -1.46 0.79 -2.28  0.118
41 C -2.59 0.07 2.93  -0.362
42 S -1.34 -0.22 4.16  1.056
43 H 4.31 -1.47 0.21  0.066
44 H 4.15 -1.52 1.94  0.069
45 H 2.85 -0.84 0.96  0.053
46 H 5.51 0.33 1.73  0.100
47 H 4.90 0.80 0.17  0.099
48 H 2.68 1.24 1.79  0.095
49 H 3.84 2.46 1.30  0.113
50 H 5.09 2.29 3.28  0.117
51 H 4.41 0.76 3.75  0.089
52 H 3.57 3.57 4.13  0.071
53 H 3.41 2.26 5.25  0.128
54 H -1.66 5.02 4.07  0.127
55 H -2.88 3.29 3.38  0.103
56 H -3.62 3.63 1.49  0.115
57 H -5.37 2.93 3.46  0.120
58 H -4.98 4.55 2.90  0.112
59 H -7.22 4.60 2.59  0.103
60 H -6.72 4.00 1.00  0.108
61 H -7.17 1.73 2.79  0.101
62 H -7.96 2.13 1.27  0.090
63 H -9.57 3.58 2.42  0.073
64 H -8.79 3.23 3.99  0.072
65 H -9.60 1.96 3.08  0.068
66 H -5.50 2.00 -0.32  0.077
67 H -6.55 0.65 0.15  0.065
68 H -5.22 0.39 -0.97  0.096
69 H -6.47 -2.12 -0.29  0.123
70 H -6.55 -1.19 1.21  0.112
71 H -5.42 -4.00 1.16  0.077
72 H -7.17 -3.73 1.31  0.076
73 H -6.05 -3.13 2.54  0.077
74 H -2.13 -2.58 3.20  0.093
75 H -3.51 -3.05 2.21  0.099
76 H -1.36 -3.76 1.21  0.111
77 H -2.38 -2.76 0.18  0.113
78 H -0.20 -1.42 1.81  0.098
79 H 0.26 -2.40 0.45  0.099
80 H 0.04 0.03 -0.08  0.132
81 H -1.69 -0.08 0.15  0.115
82 H -0.53 -0.09 -4.46  0.085
83 H 0.66 -1.04 -3.54  0.091
84 H -0.89 -1.76 -3.96  0.089
85 C -0.14 -4.49 -1.51  -0.086
86 O 0.75 -4.64 -0.41  -0.207
87 C 1.06 -5.97 -0.04  -0.207
88 C 2.19 -6.60 -0.86  -0.431
89 C 1.77 -7.03 -2.26  -0.071
90 N 3.36 -5.73 -0.96  0.042
91 H -0.89 -5.28 -1.52  0.098
92 H 0.40 -4.49 -2.46  0.081
93 H -0.62 -3.52 -1.39  0.060
94 H 1.38 -5.91 1.00  0.123
95 H 0.15 -6.59 -0.07  0.120
96 H 2.49 -7.50 -0.31  0.135
97 H 1.68 -6.18 -2.93  0.062
98 H 2.52 -7.69 -2.68  0.066
99 H 0.82 -7.56 -2.25  0.081
100 H 3.72 -5.54 -0.03  0.070
101 H 3.05 -4.83 -1.31  0.069
102 C 5.01 -7.09 -8.54  -0.108
103 O 3.71 -7.62 -8.31  -0.189
104 C 3.54 -8.27 -7.07  -0.210
105 C 3.23 -7.34 -5.89  -0.439
106 C 4.44 -6.59 -5.36  -0.064
107 N 2.16 -6.38 -6.19  0.042
108 H 5.78 -7.73 -8.10  0.090
109 H 5.12 -6.08 -8.15  0.075
110 H 5.15 -7.06 -9.62  0.086
111 H 2.68 -8.94 -7.21  0.122
112 H 4.40 -8.91 -6.85  0.120
113 H 2.87 -7.98 -5.08  0.120
114 H 4.72 -5.76 -6.02  0.066
115 H 4.22 -6.16 -4.38  0.065
116 H 5.30 -7.25 -5.25  0.080
117 H 1.31 -6.88 -6.43  0.072
118 H 2.42 -5.90 -7.05  0.069
119 C 3.47 8.61 1.54  -0.102
120 O 4.46 9.28 0.77  -0.187
121 C 4.84 8.62 -0.42  -0.213
122 C 3.91 8.86 -1.62  -0.437
123 C 2.60 8.09 -1.55  -0.069
124 N 3.62 10.29 -1.82  0.036
125 H 3.57 7.53 1.48  0.071
126 H 2.46 8.89 1.23  0.078
127 H 3.60 8.92 2.58  0.090
128 H 5.83 9.01 -0.67  0.120
129 H 4.95 7.54 -0.23  0.120
130 H 4.46 8.52 -2.50  0.133
131 H 1.90 8.54 -0.85  0.064
132 H 2.11 8.10 -2.53  0.075
133 H 2.76 7.05 -1.26  0.078
134 H 4.49 10.79 -1.98  0.070
135 H 3.27 10.66 -0.94  0.068

Values from the calculation:
Lowest unoccupied orbital energy   0.14 eV
2S+1   1
Orbital gap   8.17 eV
E_HOMO   -0.295 Ha
SMILES   CCCCCc1c(Cl)c2c(c(O)c1S(=O)(=O)F)Nc1c(NCCCC)c(C)c(OCC)c(CCCCOC(C)=O)c1S2.COC[C@@H](C)N.COC[C@@H](C)N.COC[C@@H](C)N

---

3.
The following is a quantum chemistry calculation of a cluster of 11 separate species, C42H76Cl10NO14 in total, from OMol25.

Last column: Löwdin charge in e.
Atoms and positions in Å:
1 C 0.51 -0.39 2.61  -0.096
2 C 0.68 -1.08 1.23  -0.197
3 C 0.86 0.01 0.09  -0.062
4 N 1.09 -0.66 -1.33  -0.187
5 C 2.52 -1.12 -1.50  0.012
6 C 0.67 0.40 -2.45  -0.037
7 C -0.32 -0.22 -3.45  -0.147
8 C -0.18 -1.70 -3.19  -0.171
9 C 0.10 -1.78 -1.70  -0.111
10 H 0.55 -1.15 3.38  0.035
11 H -0.37 0.26 2.72  0.053
12 H 1.39 0.20 2.87  0.069
13 H -0.21 -1.69 1.11  0.073
14 H 1.49 -1.78 1.41  0.064
15 H 1.78 0.55 0.28  0.090
16 H 0.00 0.68 0.03  0.106
17 H 2.53 -1.31 -2.58  0.104
18 H 2.75 -1.91 -0.79  0.088
19 H 3.18 -0.29 -1.25  0.065
20 H 1.52 0.78 -3.02  0.120
21 H 0.19 1.28 -2.02  0.109
22 H -0.14 0.02 -4.50  0.108
23 H -1.36 0.11 -3.42  0.113
24 H 0.71 -2.01 -3.75  0.038
25 H -0.90 -2.38 -3.63  0.112
26 H 0.41 -2.79 -1.43  0.088
27 H -0.72 -1.56 -1.02  0.101
28 Cl 3.44 -2.91 3.23  0.567
29 C 2.82 -3.78 4.63  -0.671
30 C 1.32 -3.58 4.87  -0.631
31 Cl 0.51 -4.07 3.38  0.585
32 H 3.46 -3.57 5.49  0.077
33 H 3.03 -4.84 4.52  0.072
34 H 1.04 -2.57 5.17  0.067
35 H 0.90 -4.31 5.56  0.071
36 Cl 3.59 7.33 0.86  0.557
37 C 2.41 5.95 0.66  -0.632
38 C 2.71 4.82 1.60  -0.659
39 Cl 1.78 3.35 1.27  0.646
40 H 2.42 5.59 -0.37  0.072
41 H 1.42 6.38 0.84  0.066
42 H 2.52 5.22 2.60  0.075
43 H 3.75 4.60 1.38  0.063
44 Cl 7.75 1.31 -1.31  0.540
45 C 7.71 1.75 0.42  -0.628
46 C 6.21 1.77 0.80  -0.675
47 Cl 5.46 0.17 0.56  0.537
48 H 8.18 2.71 0.63  0.078
49 H 8.34 1.06 0.99  0.074
50 H 5.65 2.54 0.27  0.058
51 H 6.14 2.13 1.83  0.069
52 Cl -0.53 -5.48 -3.57  0.551
53 C 0.43 -6.55 -2.41  -0.579
54 C 1.23 -5.86 -1.35  -0.679
55 Cl 2.34 -4.67 -1.99  0.620
56 H 1.08 -7.23 -2.95  0.077
57 H -0.27 -7.27 -1.98  0.080
58 H 1.66 -6.58 -0.65  0.091
59 H 0.56 -5.43 -0.59  0.047
60 Cl -0.47 -3.83 -8.41  0.532
61 C 1.17 -4.46 -8.09  -0.659
62 C 1.54 -4.38 -6.62  -0.631
63 Cl 1.76 -2.68 -6.05  0.577
64 H 1.85 -3.84 -8.66  0.065
65 H 1.26 -5.43 -8.58  0.081
66 H 2.55 -4.80 -6.61  0.071
67 H 0.92 -5.05 -6.04  0.039
68 C -1.81 3.60 -0.28  -0.088
69 O -2.13 2.24 -0.65  -0.199
70 C -3.40 1.69 -0.18  -0.188
71 C -3.75 0.38 -0.81  -0.157
72 O -2.78 -0.61 -0.38  -0.193
73 C -3.04 -1.12 0.91  -0.091
74 H -2.56 4.37 -0.47  0.093
75 H -0.89 3.93 -0.76  0.078
76 H -1.60 3.53 0.79  0.060
77 H -4.13 2.39 -0.59  0.124
78 H -3.73 1.79 0.85  0.119
79 H -3.65 0.42 -1.89  0.128
80 H -4.81 0.14 -0.74  0.138
81 H -2.22 -1.76 1.22  0.071
82 H -3.91 -1.78 0.83  0.084
83 H -3.20 -0.37 1.69  0.074
84 C 3.09 3.89 -11.11  -0.096
85 O 2.67 3.46 -9.84  -0.197
86 C 3.55 3.62 -8.72  -0.183
87 C 2.95 3.22 -7.35  -0.177
88 O 2.88 1.78 -7.32  -0.162
89 C 2.16 1.32 -6.23  -0.153
90 H 2.61 3.36 -11.93  0.096
91 H 4.18 3.80 -11.08  0.078
92 H 2.99 4.98 -11.12  0.085
93 H 3.73 4.68 -8.51  0.113
94 H 4.53 3.23 -8.97  0.124
95 H 1.99 3.72 -7.20  0.123
96 H 3.55 3.61 -6.53  0.118
97 H 2.13 0.23 -6.21  0.051
98 H 1.13 1.65 -6.16  0.084
99 H 2.69 1.67 -5.34  0.077
100 C -0.19 3.65 3.80  -0.030
101 O 0.22 3.47 5.22  0.032
102 C -0.61 4.26 6.15  -0.086
103 C 0.01 4.54 7.52  -0.112
104 O -0.52 5.75 8.09  -0.082
105 C -1.90 5.75 8.45  -0.041
106 H 0.24 2.93 3.10  0.018
107 H 0.19 4.57 3.37  0.094
108 H -1.26 3.69 3.59  0.104
109 H -1.48 3.60 6.24  0.148
110 H -1.11 5.13 5.73  0.152
111 H 1.05 4.82 7.31  0.146
112 H 0.08 3.71 8.23  0.149
113 H -2.14 4.88 9.07  0.103
114 H -2.52 5.48 7.58  0.091
115 H -2.33 6.59 8.99  0.116
116 C -5.06 -0.70 6.27  0.093
117 C -4.43 -1.65 5.52  -0.203
118 C -3.26 -1.23 4.67  -0.276
119 O -2.47 -2.00 4.11  0.093
120 C -3.14 0.24 4.55  0.064
121 C -3.73 1.14 5.35  -0.228
122 C -4.87 0.77 6.26  -0.296
123 O -5.60 1.60 6.77  0.141
124 O -3.54 2.45 5.12  0.070
125 O -4.62 -2.99 5.61  0.113
126 H -5.91 -1.19 6.73  0.138
127 H -2.51 0.65 3.77  0.107
128 H -4.10 2.97 5.71  0.109
129 H -4.11 -3.45 4.94  0.080
130 C -3.06 -4.45 1.24  0.039
131 C -4.27 -4.42 1.83  -0.194
132 C -5.52 -4.37 1.07  -0.319
133 O -6.65 -4.61 1.50  0.136
134 C -5.25 -4.15 -0.35  0.074
135 C -4.01 -4.06 -0.92  -0.154
136 C -2.74 -4.38 -0.11  -0.343
137 O -1.67 -4.54 -0.64  0.097
138 O -3.83 -3.79 -2.27  0.084
139 O -4.44 -4.61 3.17  0.094
140 H -2.22 -4.55 1.92  0.124
141 H -6.07 -4.03 -1.04  0.136
142 H -2.93 -3.94 -2.56  0.068
143 H -5.37 -4.57 3.41  0.117

Values from the calculation:
Lowest unoccupied orbital energy (spin up / spin down)   -5.85 / -10.77 eV
2S+1   2
Orbital gap (spin up / spin down)   5.96 / 1.04 eV
E_HOMO (spin up / spin down)   -0.434 / -0.434 Ha
Charge   +2
Expectation value of S²   0.756